50
Properties=species:S:1:pos:R:3 method="wB97M-V/def2-TZVPD" orbital_gap_ev=8.43 mol_weight_g_mol=610.26
C 4.67294 1.54768 -1.82661
C 4.13544 2.20336 -0.42785
I 5.66229 3.16388 0.88786
C 2.66937 2.20057 -0.03258
I 2.30217 3.25348 1.90191
C 1.47224 1.52222 -0.95288
C 0.10552 1.71107 -0.04860
C -1.24461 1.02753 -0.67200
N -1.36766 1.06909 -2.17400
N -1.41305 -0.35459 -0.05393
N -2.42791 1.85659 -0.12854
O 1.43630 2.31348 -2.22820
S 1.66736 1.47251 -3.69184
O 2.68989 2.05204 -4.74607
O 0.42729 1.24900 -4.64337
O 2.09292 -0.02401 -2.92658
C 1.69573 -0.05041 -1.47874
C 2.60509 -1.02832 -0.47091
C 2.89968 -2.44477 -1.24562
N 1.58746 -3.21950 -1.41804
H 4.47555 0.40270 -1.95846
H 5.86079 1.67001 -1.82839
H 4.28737 2.22491 -2.69929
H -0.17040 2.85671 0.14388
H 0.31314 1.12952 0.97379
H -1.86944 1.92253 -2.51534
H -1.93798 0.21024 -2.42189
H -1.38027 -1.11570 -0.76713
H -2.24995 -0.41449 0.56611
H -2.37374 2.81067 -0.55987
H -2.31277 1.90636 0.92216
H 0.71718 -0.72926 -1.56498
H 1.91218 -1.20730 0.48436
H 3.57548 -0.50526 -0.07946
H 3.66648 -3.08402 -0.60865
H 3.33564 -2.26666 -2.31811
H 0.94128 -3.06139 -0.61382
H 1.07586 -2.83160 -2.26748
C -4.27037 -0.98788 2.38882
C -3.17080 -0.70026 3.19690
C -3.03027 -1.32831 4.43407
C -3.98524 -2.25234 4.85918
C -5.08286 -2.54273 4.04938
C -5.22821 -1.90770 2.81627
H -4.38133 -0.49566 1.42620
H -2.42313 0.01464 2.86253
H -2.17689 -1.09897 5.06643
H -3.87334 -2.74554 5.82113
H -5.82613 -3.26406 4.38011
H -6.08631 -2.13007 2.18810

46
Properties=species:S:1:pos:R:3 method="wB97M-V/def2-TZVPD" de_lowest_kcal_mol=94.1 smiles="N[C@@H](Cc1ccc(O)cc1)C(=O)O.CC(C)C[C@H](N)C(=O)O" orbital_gap_ev=8.78 mol_weight_g_mol=312.37
N -0.81677 -2.55598 0.97759
C 0.13043 -1.56231 1.48231
C 1.29438 -1.67629 0.53314
C 1.76605 -3.13411 0.44287
C 3.08324 -3.27520 0.96225
C 3.76363 -4.47721 1.07767
C 3.14484 -5.60241 0.44342
O 3.84820 -6.80414 0.52415
C 1.95253 -5.46249 -0.27258
C 1.21852 -4.24537 -0.19551
C -0.33144 -0.16306 1.66204
O 0.35327 0.65419 2.23052
O -1.68963 0.06070 1.64152
H -1.21227 -2.21294 0.11461
H -1.52759 -2.72239 1.60043
H 0.46917 -1.87912 2.48045
H 2.09511 -1.13051 0.95303
H 1.07363 -1.25996 -0.35881
H 3.62946 -2.39146 1.28157
H 4.68659 -4.61862 1.58148
H 3.89347 -7.16533 -0.24662
H 1.59810 -6.32754 -0.91425
H 0.22113 -4.18890 -0.65294
H -2.18086 -0.64283 1.21488
C -1.90059 5.29310 -0.33549
C -0.80648 4.47232 -1.00793
C -0.31160 5.16739 -2.28635
C -1.25642 3.04723 -1.39072
C -1.71681 2.24253 -0.17700
N -0.66708 2.17522 0.79271
C -2.22790 0.87876 -0.57904
O -1.62369 -0.15893 -0.36286
O -3.37857 0.88891 -1.23085
H -2.75759 5.37006 -0.97742
H -2.20189 4.87915 0.59908
H -1.52836 6.29901 -0.14837
H 0.04389 4.38698 -0.32637
H -1.13454 5.31700 -2.96966
H 0.41876 4.52336 -2.78151
H 0.17139 6.15584 -2.08751
H -0.44517 2.52069 -1.92081
H -2.08464 3.12698 -2.11206
H -2.56387 2.78923 0.25675
H -1.07268 1.75018 1.62200
H 0.11232 1.68364 0.37341
H -3.53170 -0.02539 -1.51323

47
Properties=species:S:1:pos:R:3 method="wB97M-V/def2-TZVPD" de_lowest_kcal_mol=18.5 smiles="CCCCCCn1c(SCCOC)nc2c1c(=O)[nH]c(=O)n2C" orbital_gap_ev=8.58 mol_weight_g_mol=340.45
C -2.81895 -1.35490 -2.20118
C -3.29156 -2.48914 -1.29790
C -2.23817 -3.58020 -1.08756
C -0.96507 -3.10080 -0.38866
C -1.20120 -2.72513 1.07368
C -0.08478 -1.84552 1.64022
N 0.04118 -0.62473 0.88704
C 1.04166 -0.27513 0.05202
S 2.44887 -1.25686 -0.17780
C 3.41744 -0.13942 -1.23788
C 3.97746 1.04225 -0.44719
O 4.70017 0.68925 0.70043
C 5.93888 0.06792 0.45513
N 0.83180 0.87632 -0.57190
C -0.37226 1.28917 -0.12462
C -0.90322 0.37953 0.78181
C -2.18105 0.58323 1.39069
O -2.77280 -0.12078 2.18279
N -2.73839 1.78017 0.93525
C -2.24957 2.71483 0.04252
O -2.87695 3.70916 -0.24092
N -1.01207 2.43192 -0.49445
C -0.40099 3.33787 -1.44052
H -2.45214 -1.74682 -3.14784
H -2.02160 -0.78103 -1.73396
H -3.64090 -0.67300 -2.40754
H -4.17110 -2.95322 -1.75019
H -3.60334 -2.07692 -0.33683
H -2.68177 -4.38788 -0.50096
H -1.96490 -3.99070 -2.06273
H -0.56775 -2.24408 -0.93454
H -0.20997 -3.88875 -0.43947
H -2.13852 -2.18067 1.18071
H -1.27252 -3.62600 1.68392
H 0.88022 -2.35736 1.59681
H -0.31788 -1.58855 2.67724
H 2.75810 0.21810 -2.02554
H 4.20718 -0.75986 -1.65890
H 3.14489 1.65368 -0.09114
H 4.59851 1.64581 -1.12924
H 6.54428 0.65710 -0.24439
H 5.81967 -0.94660 0.05981
H 6.44622 0.01451 1.41626
H -3.64999 2.00794 1.31685
H -1.08952 4.16581 -1.59643
H 0.54609 3.70368 -1.04379
H -0.21443 2.81819 -2.38016

49
Properties=species:S:1:pos:R:3 method="wB97M-V/def2-TZVPD" multiplicity=6 charge=+1 de_lowest_kcal_mol=6.5 orbital_gap_ev="4.57 / 7.06" mol_weight_g_mol=441.45
O -1.24605 2.39668 -4.87351
H -1.51002 1.44415 -4.92188
Ru 0.09682 0.31630 0.19844
N 2.05302 0.65204 0.16205
N 0.22561 2.18882 -0.61734
O 3.14813 -0.01143 0.72677
O -0.84508 2.85392 -0.87366
C 2.52393 1.77599 -0.40600
C 1.51668 2.61123 -0.94039
C 3.96852 2.07954 -0.28235
C 1.73729 3.92338 -1.62411
H 4.55715 1.30520 -0.77804
H 4.29510 2.11870 0.76217
H 4.20059 3.05143 -0.74988
H 0.84980 4.56637 -1.57448
H 2.00833 3.83888 -2.68927
H 2.55739 4.49088 -1.17350
H 2.80948 -0.87636 1.03339
H -0.36731 2.09079 -4.49875
O 0.28573 1.10248 2.43410
H 1.10602 1.60205 2.61810
H -0.36453 1.80920 2.59908
C -0.15549 -0.81273 -1.38035
H -1.05069 -0.23586 -1.81214
H 0.56090 -0.55051 -2.18798
H -0.35295 -1.86443 -1.35901
O 0.95269 -3.48965 -2.94442
H 1.64380 -3.34902 -3.60673
H 0.50699 -4.31876 -3.07679
C 0.84669 -3.88637 1.51830
C -0.32011 -4.17702 2.23578
C -1.37081 -3.25547 2.25926
C -1.16179 -1.99245 1.64025
N 0.04101 -1.61447 1.09515
C 0.94099 -2.62548 0.90920
C -2.23508 -0.98702 1.54776
C -3.52163 -1.05115 2.13211
C -4.41258 0.02453 2.06144
C -4.05489 1.13423 1.30115
C -2.81790 1.15583 0.67037
N -1.92512 0.16539 0.88772
H 1.68032 -4.62023 1.41686
H -0.44009 -5.15662 2.71065
H -2.35588 -3.45309 2.74370
H 1.73335 -2.44693 0.19982
H -3.79879 -1.93396 2.69576
H -5.37632 0.02760 2.59335
H -4.68298 2.01459 1.20527
H -2.48024 1.96881 0.01255

47
Properties=species:S:1:pos:R:3 method="wB97M-V/def2-TZVPD" smiles=CCB(O)[PH3]COc1ccccc1.CC#N.CC#N.CC#N orbital_gap_ev=8.01 mol_weight_g_mol=321.17
C -3.85567 0.80811 1.11574
C -3.16549 0.43211 -0.24345
B -2.15729 -0.76767 -0.05429
O -2.67015 -2.04672 -0.26085
P -0.27759 -0.63032 0.48611
C 1.50913 -0.65881 1.17451
O 1.79158 -1.93137 1.81425
C 1.36563 -1.92475 3.13159
C 0.13016 -2.43823 3.43088
C -0.35295 -2.42750 4.72240
C 0.44602 -1.89835 5.70480
C 1.68270 -1.39312 5.41179
C 2.16303 -1.40927 4.12412
H -3.54548 0.15301 1.93563
H -3.68770 1.85673 1.35996
H -4.93596 0.67401 1.02522
H -3.97033 0.06750 -0.89050
H -2.66637 1.30313 -0.67755
H -2.21578 -2.62338 0.37088
H -0.72211 -0.19675 1.80288
H -0.10176 -2.03936 0.12089
H 0.02469 0.41329 -0.45504
H 1.61900 0.15274 1.90729
H 2.26861 -0.56420 0.38804
H -0.49928 -2.84008 2.64390
H -1.34223 -2.82168 4.91628
H 0.07236 -1.90633 6.72292
H 2.28153 -0.97120 6.21076
H 3.13773 -1.03459 3.83293
C 0.11864 -3.89330 -2.37582
C 1.17357 -2.90306 -2.59375
N 2.00291 -2.11844 -2.76287
H 0.56109 -4.84704 -2.09480
H -0.54305 -3.55698 -1.57940
H -0.45976 -4.02286 -3.28856
C 1.32469 1.94240 -2.91387
C 0.39060 3.02601 -2.60559
N -0.34464 3.88297 -2.36494
H 0.78373 1.00073 -2.99235
H 1.82979 2.14476 -3.85649
H 2.06855 1.86045 -2.12396
C 1.07107 5.99542 -5.07302
C 2.22603 5.10310 -4.97225
N 3.12907 4.39015 -4.88199
H 0.25351 5.60574 -4.46803
H 1.33932 6.98705 -4.71425
H 0.74885 6.06596 -6.11017

48
Properties=species:S:1:pos:R:3 method="wB97M-V/def2-TZVPD" multiplicity=2 charge=-1 orbital_gap_ev=5.48 mol_weight_g_mol=446.28
C 1.39579 -2.88996 -0.51189
C 1.96856 -1.74308 0.34609
C 1.95137 -0.32120 -0.26852
C 2.05165 -0.44432 -1.79538
C 0.85256 0.69333 0.21903
N 1.59143 2.00547 0.60064
C 2.24073 2.67279 -0.44779
O 1.81168 3.57523 -1.07116
F 3.48349 2.22238 -0.70605
C 2.31823 2.00448 1.79537
O 2.46262 2.95400 2.49199
F 2.86350 0.83404 2.15822
C -0.17689 1.14808 -0.83593
C -1.56319 0.48271 -0.90240
C -2.49279 1.52070 -1.59056
C -1.69456 -0.77021 -1.80093
N -2.15774 0.19504 0.43884
O -2.88584 1.12668 0.92425
C -1.23336 -0.42081 1.42857
C -1.14618 -1.93855 1.26866
C -1.88377 -0.23464 2.81872
C 0.09195 0.35687 1.51604
H 2.15508 -3.21294 -1.22010
H 1.23265 -3.73973 0.14970
H 0.48553 -2.62601 -1.03380
H 3.02384 -2.00715 0.44716
H 1.57830 -1.78373 1.35632
H 2.92461 0.07936 -0.01233
H 1.12809 -0.74742 -2.27360
H 2.33117 0.51139 -2.24146
H 2.86542 -1.12235 -2.04448
H 0.22198 1.17987 -1.84567
H -0.39769 2.18756 -0.59694
H -3.53768 1.22021 -1.60963
H -2.17948 1.58135 -2.63100
H -2.38610 2.51281 -1.17005
H -2.30093 -1.51603 -1.28955
H -0.75732 -1.25180 -2.07310
H -2.23402 -0.52961 -2.71151
H -1.09719 -2.28174 0.24359
H -0.36305 -2.37232 1.88323
H -2.07728 -2.34796 1.66412
H -1.34158 -0.90047 3.49760
H -2.91695 -0.56172 2.81221
H -1.76472 0.76973 3.20745
H 0.71615 -0.13487 2.25786
H -0.20135 1.31692 1.94241
I -4.95673 2.74763 -2.78425

54
Properties=species:S:1:pos:R:3 method="wB97M-V/def2-TZVPD" charge=+1 orbital_gap_ev=9.25 mol_weight_g_mol=443.36
C -4.40438 0.54707 -1.18499
C -3.42817 0.78820 -2.29891
O -3.20899 0.00531 -3.18621
N -2.68922 2.05872 -2.25530
C -1.32229 1.75253 -1.80126
C -2.75628 2.69484 -3.56040
C -1.97546 3.99457 -3.56907
N -2.49496 4.83960 -2.43675
C -3.98170 5.07378 -2.53380
C -4.75960 3.81376 -2.94687
O -4.09954 2.99644 -3.89072
H -4.18641 -0.42270 -0.73669
H -5.41431 0.55153 -1.59856
H -4.32024 1.31337 -0.41309
H -0.79450 1.06497 -2.47125
H -1.39259 1.26129 -0.82521
H -0.72697 2.65600 -1.64705
H -2.39981 2.04478 -4.36928
H -0.90263 3.85507 -3.44720
H -2.18525 4.54192 -4.48734
H -2.00868 5.73507 -2.46412
H -2.29179 4.38552 -1.54445
H -4.14013 5.90402 -3.22293
H -4.32217 5.37473 -1.54105
H -5.67869 4.14955 -3.43194
H -5.04058 3.25111 -2.05344
C -0.42479 -3.57204 -0.08336
C -1.01445 -3.29875 1.28145
O -0.19597 -2.36687 2.02997
C -0.33871 -1.09124 1.75253
O -1.08787 -0.58806 0.96299
C 0.60683 -0.26007 2.64530
F 1.83756 -0.77664 2.64702
F 0.15036 -0.24259 3.89915
F 0.67617 0.99401 2.20243
H 0.59951 -3.93253 0.00934
H -1.01555 -4.33235 -0.59231
H -0.41792 -2.67359 -0.69982
H -1.02637 -4.19844 1.89069
H -2.02955 -2.90881 1.22048
C 4.39700 -2.42201 4.18955
C 5.33509 -1.98804 3.08618
O 6.58052 -2.71308 3.13451
C 6.56020 -3.92635 2.60382
O 5.63504 -4.46727 2.07559
C 7.96003 -4.56541 2.71846
F 8.45606 -4.42167 3.94900
F 8.79416 -3.97177 1.85562
F 7.90278 -5.85842 2.43005
H 4.87465 -2.30766 5.16290
H 3.49617 -1.81361 4.17086
H 4.11015 -3.46648 4.07336
H 5.61714 -0.94380 3.20089
H 4.88707 -2.11751 2.10125

47
Properties=species:S:1:pos:R:3 method="wB97M-V/def2-TZVPD" multiplicity=5 charge=+2 orbital_gap_ev="3.93 / 4.05" mol_weight_g_mol=590.21
C 0.03655 -0.94932 -2.71383
C 0.12295 0.15460 -1.75762
H 0.06236 -0.62843 -3.77292
H -0.90115 -1.50199 -2.55124
H 0.85543 -1.66337 -2.53577
O 0.29673 1.34177 -1.92377
I -0.13810 -3.09924 1.78341
Pm -0.13298 -0.24539 0.98842
P 2.57184 -0.11010 0.01489
C 3.39775 1.45217 0.50838
C 3.42609 -1.32050 1.11754
H 4.44999 -1.50117 0.75535
H 4.48217 -0.53504 -1.45217
H 2.85442 -2.26353 1.11842
H 3.03718 -1.45277 -1.95330
H 3.25771 1.63634 1.58112
H 3.46832 -0.93050 2.14578
C 3.38958 -0.48347 -1.57293
H 4.47284 1.40631 0.29398
H 3.16181 0.28870 -2.31952
H 2.96080 2.28440 -0.05508
P -2.75359 0.02132 -0.17085
C -3.66705 1.55085 0.28774
C -3.41261 -0.28112 -1.85072
H -3.11388 -2.25304 0.59268
H -4.67791 -1.37382 0.41050
H -3.63667 -1.11259 1.84591
C -3.63863 -1.29950 0.76302
H -3.05307 -1.25055 -2.21912
H -4.51217 -0.28256 -1.84938
H -4.75285 1.38437 0.25071
H -3.35811 2.35561 -0.39214
H -3.05989 0.50687 -2.52602
H -3.40668 1.86950 1.30130
C -0.50684 2.21694 0.31685
O -0.70988 3.33342 0.10346
F -1.21086 3.41593 6.31930
C -1.03870 2.66707 5.18240
C 0.16510 2.79160 4.50070
C 0.29860 2.06456 3.29833
C -0.72258 1.25006 2.86108
C -1.90525 1.12327 3.55907
C -2.07668 1.84357 4.76291
H 0.93773 3.46475 4.85047
H 1.20978 2.16338 2.71373
H -2.69178 0.44429 3.22241
H -3.01580 1.81622 5.31471

48
Properties=species:S:1:pos:R:3 method="wB97M-V/def2-TZVPD" smiles="CN(C)C=O.CC#N.CC#N.CC#N.CC#N.CC#N.CC#N" orbital_gap_ev=9.92 mol_weight_g_mol=319.41
C -0.64579 -0.92979 1.71950
N -0.53887 0.20170 0.80777
C -1.10113 0.06130 -0.55215
C -0.27769 1.39416 1.41841
O 0.06316 1.51828 2.57801
H 0.26310 -1.23648 2.19804
H -0.95765 -1.84943 1.27026
H -1.37988 -0.67931 2.51273
H -0.35288 -0.39109 -1.19314
H -1.98770 -0.58180 -0.52892
H -1.39328 0.98698 -0.95732
H -0.14882 2.26067 0.76981
C 2.03124 -2.95228 0.49512
C 1.08743 -3.97965 0.18836
N 0.28816 -4.77396 -0.03761
H 1.95047 -2.04882 -0.10513
H 3.02159 -3.34202 0.24100
H 1.99150 -2.64466 1.56878
C 2.94128 0.14431 -3.48717
C 2.87521 1.59165 -3.18967
N 2.91792 2.72159 -3.03434
H 1.98898 -0.19592 -3.79475
H 3.23148 -0.35617 -2.53043
H 3.79148 -0.15175 -4.05805
C -3.73304 1.72839 4.98629
C -4.61626 1.90167 3.86914
N -5.26201 2.05348 2.91734
H -4.05802 0.78068 5.44411
H -3.97003 2.44409 5.73193
H -2.70997 1.73222 4.75377
C 1.26130 -5.68223 -3.88836
C 1.76280 -4.38041 -3.58527
N 2.23131 -3.40548 -3.25082
H 0.17940 -5.56335 -3.98952
H 1.43036 -6.34758 -3.06478
H 1.67310 -6.03751 -4.82583
C 3.37473 2.38714 0.29066
C 3.16709 0.97863 0.58308
N 3.12564 -0.09615 0.92686
H 3.37760 2.43923 -0.82350
H 4.39394 2.69483 0.49962
H 2.48445 2.92704 0.72980
C -4.38214 4.13682 0.32714
C -3.14531 4.13262 -0.44981
N -2.14289 4.08198 -1.00576
H -5.22525 3.97457 -0.33233
H -4.51163 5.09420 0.86715
H -4.36445 3.25761 0.98997

50
Properties=species:S:1:pos:R:3 method="wB97M-V/def2-TZVPD" multiplicity=5 charge=+1 de_lowest_kcal_mol=34.2 orbital_gap_ev="7.04 / 5.71" mol_weight_g_mol=672.02
Pd -0.33439 -1.19882 0.64870
S -2.40941 -5.22965 1.64300
Sb -2.95202 -3.13685 2.43316
S -1.78202 -2.34515 -0.84843
S -0.68556 -2.72196 2.55588
S -3.60195 -2.22960 -0.14043
C 1.80220 -2.22837 -3.60088
C 2.27251 -3.36294 -2.67303
S 1.54411 -3.43038 -1.01094
C 2.78129 -2.64405 0.03593
C 3.19375 -1.22616 -0.33146
S 1.78865 -0.10896 -0.58244
C 2.38997 1.05258 -1.82752
C 2.07984 0.60804 -3.25375
S 2.98258 -0.85558 -3.81831
H 0.85208 -1.82268 -3.25563
H 1.65259 -2.63564 -4.59977
H 3.35966 -3.36997 -2.57609
H 1.98514 -4.31862 -3.10993
H 3.68217 -3.25840 0.06674
H 2.32261 -2.69114 1.02384
H 3.74449 -1.21914 -1.26935
H 3.82976 -0.81670 0.45404
H 3.46004 1.17731 -1.66394
H 1.90778 2.00851 -1.61315
H 2.34662 1.40663 -3.94816
H 1.01338 0.41018 -3.36736
C -3.27300 3.33106 0.42512
N -3.06181 1.87703 0.15588
C -1.93168 1.68179 -0.80310
C -2.89920 1.06562 1.44662
C -1.61768 1.30780 2.17179
C -1.54083 2.36943 3.08500
C -0.38315 2.60065 3.80585
C 0.69622 1.73791 3.63946
C 0.61312 0.67121 2.75706
C -0.53333 0.45225 1.99799
H -3.46122 3.83397 -0.51993
H -2.37123 3.71838 0.88880
H -4.12150 3.44593 1.09382
H -3.90194 1.51428 -0.29127
H -1.05178 2.16330 -0.38710
H -2.21597 2.13208 -1.75162
H -1.75068 0.61870 -0.91853
H -2.97341 0.02798 1.13282
H -3.77056 1.33054 2.04479
H -2.40750 3.00323 3.25340
H -0.32597 3.42680 4.50292
H 1.60134 1.88584 4.21595
H 1.45589 -0.00823 2.68358

no.,F_max (hartree/bohr)
1,0.127
2,0.163
3,0.026
4,0.075
5,0.029
6,0.035
7,0.015
8,0.130
9,0.057
10,0.014